Record 1
{"formula": "C71H64GeInN9O7P2S3Se2", "method": "ωB97M-V/def2-TZVPD", "lumo_ev": 3.75, "total_charge": -2, "fmax_ev_per_a": 0.67, "total_energy_ev": -345881.704, "species": ["In", "N", "C", "O", "C", "C", "H", "H", "H", "H", "H", "H", "Se", "P", "C", "C", "C", "C", "C", "C", "C", "C", "C", "C", "C", "C", "C", "C", "N", "N", "N", "P", "Se", "C", "C", "C", "C", "C", "C", "C", "C", "C", "C", "C", "C", "H", "H", "H", "H", "H", "H", "H", "H", "H", "H", "H", "H", "H", "H", "H", "H", "H", "H", "H", "H", "C", "C", "C", "C", "C", "C", "C", "S", "O", "O", "N", "C", "C", "C", "C", "C", "N", "H", "H", "H", "H", "H", "H", "H", "H", "H", "H", "H", "N", "C", "C", "C", "C", "C", "C", "S", "O", "O", "N", "C", "S", "C", "C", "N", "H", "H", "H", "H", "H", "H", "H", "H", "O", "C", "O", "C", "C", "Ge", "C", "C", "C", "C", "C", "C", "C", "C", "C", "C", "C", "C", "C", "C", "C", "C", "C", "C", "H", "H", "H", "H", "H", "H", "H", "H", "H", "H", "H", "H", "H", "H", "H", "H", "H", "H", "H"], "xyz": [[0.258, -0.130, 2.777], [3.965, -3.262, 2.675], [2.639, -2.948, 2.507], [2.197, -2.715, 1.398], [1.807, -2.929, 3.759], [1.330, -1.520, 4.132], [4.568, -3.103, 1.884], [4.373, -3.217, 3.591], [2.409, -3.356, 4.570], [0.939, -3.571, 3.605], [2.193, -0.938, 4.473], [0.627, -1.581, 4.964], [-3.892, -3.194, -2.739], [-1.848, -2.737, -2.478], [-1.256, -1.835, -3.973], [-0.852, -0.504, -4.040], [-0.445, 0.037, -5.255], [-0.440, -0.732, -6.406], [-0.882, -2.049, -6.353], [-1.298, -2.590, -5.150], [-0.885, -4.307, -2.593], [-1.511, -5.527, -2.371], [-0.835, -6.717, -2.601], [0.469, -6.695, -3.071], [1.111, -5.478, -3.266], [0.442, -4.290, -3.015], [-1.160, -1.902, -1.015], [-1.284, -2.051, 0.374], [-0.518, -1.049, 0.899], [0.038, -0.379, -0.098], [-0.330, -0.868, -1.240], [-2.066, -3.376, 1.306], [-2.240, -3.207, 3.407], [-3.729, -3.482, 0.602], [-4.385, -2.266, 0.411], [-5.716, -2.245, 0.025], [-6.389, -3.436, -0.193], [-5.736, -4.649, -0.007], [-4.413, -4.676, 0.404], [-1.123, -4.908, 0.981], [0.100, -4.899, 0.327], [0.861, -6.059, 0.251], [0.385, -7.244, 0.785], [-0.837, -7.259, 1.451], [-1.569, -6.091, 1.579], [-0.847, 0.095, -3.147], [-0.124, 1.071, -5.293], [-0.101, -0.309, -7.345], [-0.902, -2.657, -7.251], [-1.662, -3.610, -5.114], [-2.546, -5.533, -2.049], [-1.333, -7.663, -2.423], [0.988, -7.622, -3.284], [2.133, -5.455, -3.624], [0.953, -3.344, -3.156], [-3.847, -1.328, 0.522], [-6.195, -1.288, -0.146], [-7.417, -3.421, -0.534], [-6.258, -5.581, -0.189], [-3.916, -5.625, 0.537], [0.483, -3.981, -0.090], [1.828, -6.024, -0.236], [0.971, -8.151, 0.702], [-1.204, -8.176, 1.898], [-2.457, -6.073, 2.198], [0.047, 7.886, 3.592], [0.287, 6.470, 4.047], [0.316, 6.148, 5.400], [0.511, 4.838, 5.814], [0.678, 3.839, 4.864], [0.664, 4.140, 3.509], [0.470, 5.453, 3.114], [0.931, 2.168, 5.415], [2.274, 1.796, 5.054], [0.593, 2.161, 6.824], [-0.057, 1.259, 4.564], [-1.383, 1.028, 4.810], [-2.176, 1.533, 5.852], [-3.516, 1.219, 5.853], [-4.055, 0.430, 4.840], [-3.197, -0.061, 3.879], [-1.893, 0.204, 3.876], [0.297, 8.600, 4.377], [-1.003, 8.032, 3.328], [0.643, 8.116, 2.708], [0.191, 6.932, 6.140], [0.535, 4.571, 6.862], [0.814, 3.364, 2.767], [0.466, 5.686, 2.055], [-1.715, 2.135, 6.621], [-4.156, 1.600, 6.641], [-5.109, 0.198, 4.796], [-3.560, -0.687, 3.075], [-4.067, 6.229, -3.645], [-4.026, 4.903, -3.180], [-5.142, 4.326, -2.583], [-5.101, 3.011, -2.145], [-3.949, 2.252, -2.311], [-2.841, 2.818, -2.926], [-2.881, 4.130, -3.362], [-3.823, 0.648, -1.540], [-3.238, -0.236, -2.518], [-5.178, 0.354, -1.096], [-2.790, 0.786, -0.358], [-2.990, 1.592, 0.706], [-4.603, 2.176, 1.248], [-3.833, 3.086, 2.497], [-2.502, 2.871, 2.460], [-2.029, 2.025, 1.487], [-4.745, 6.803, -3.172], [-3.165, 6.676, -3.687], [-6.040, 4.919, -2.440], [-5.955, 2.556, -1.666], [-1.948, 2.218, -3.057], [-2.011, 4.575, -3.833], [-4.394, 3.699, 3.183], [-1.798, 3.320, 3.144], [2.915, 2.980, 1.472], [2.620, 1.836, 1.795], [1.395, 1.451, 1.956], [3.709, 0.782, 1.849], [3.631, -0.054, 0.560], [3.794, 0.947, -1.119], [3.746, -0.465, -2.487], [2.688, -0.531, -3.394], [2.562, -1.600, -4.273], [3.493, -2.629, -4.253], [4.547, -2.588, -3.349], [4.667, -1.516, -2.475], [5.564, 1.811, -1.112], [5.731, 2.937, -0.298], [6.970, 3.556, -0.192], [8.062, 3.065, -0.897], [7.909, 1.952, -1.712], [6.666, 1.336, -1.821], [2.540, 2.327, -1.659], [2.977, 3.210, -2.647], [2.154, 4.233, -3.097], [0.895, 4.396, -2.535], [0.457, 3.530, -1.543], [1.266, 2.485, -1.117], [3.558, 0.171, 2.741], [4.671, 1.289, 1.919], [2.681, -0.585, 0.510], [4.428, -0.798, 0.524], [1.941, 0.256, -3.400], [1.728, -1.629, -4.966], [3.392, -3.463, -4.935], [5.270, -3.395, -3.322], [5.490, -1.503, -1.766], [4.882, 3.316, 0.266], [7.083, 4.425, 0.446], [9.027, 3.550, -0.816], [8.757, 1.562, -2.264], [6.555, 0.478, -2.475], [3.976, 3.105, -3.059], [2.499, 4.908, -3.872], [0.260, 5.204, -2.878], [-0.514, 3.663, -1.081], [0.894, 1.806, -0.356]]}

Record 2
{"formula": "C71H65N13O12", "method": "ωB97M-V/def2-TZVPD", "lumo_ev": -0.86, "total_charge": 0, "fmax_ev_per_a": 4.33, "total_energy_ev": -118603.355, "species": ["N", "C", "C", "C", "C", "C", "H", "H", "H", "H", "H", "N", "C", "C", "C", "C", "C", "H", "H", "H", "H", "H", "N", "C", "C", "C", "C", "C", "H", "H", "H", "H", "H", "N", "C", "C", "C", "C", "C", "H", "H", "H", "H", "H", "N", "C", "C", "C", "C", "C", "H", "H", "H", "H", "H", "N", "C", "C", "C", "C", "C", "H", "H", "H", "H", "H", "N", "C", "C", "C", "C", "C", "H", "H", "H", "H", "H", "C", "C", "C", "C", "C", "C", "N", "O", "O", "H", "H", "H", "H", "H", "C", "C", "C", "C", "C", "C", "N", "O", "O", "H", "H", "H", "H", "H", "C", "C", "C", "C", "C", "C", "N", "O", "O", "H", "H", "H", "H", "H", "C", "C", "C", "C", "C", "C", "N", "O", "O", "H", "H", "H", "H", "H", "C", "C", "C", "C", "C", "C", "N", "O", "O", "H", "H", "H", "H", "H", "C", "C", "C", "C", "C", "C", "N", "O", "O", "H", "H", "H", "H", "H"], "xyz": [[-1.326, -1.290, -4.084], [-2.380, -0.453, -4.080], [-3.290, -0.276, -5.158], [-3.013, -0.950, -6.381], [-1.882, -1.785, -6.399], [-1.071, -1.879, -5.257], [-2.575, 0.022, -3.134], [-4.182, 0.320, -5.090], [-3.698, -0.897, -7.234], [-1.662, -2.478, -7.241], [-0.335, -2.619, -5.238], [-1.791, -4.789, 1.115], [-0.933, -4.660, 2.076], [0.141, -3.753, 2.016], [0.326, -3.022, 0.884], [-0.541, -3.152, -0.143], [-1.549, -4.093, 0.014], [-1.034, -5.212, 2.993], [0.733, -3.671, 2.929], [1.110, -2.298, 0.845], [-0.445, -2.544, -1.039], [-2.203, -4.331, -0.833], [2.189, 1.207, -4.436], [3.238, 1.861, -3.938], [4.224, 1.212, -3.246], [4.083, -0.177, -3.003], [2.949, -0.782, -3.467], [2.013, -0.048, -4.161], [3.321, 2.901, -4.150], [5.116, 1.736, -2.868], [4.793, -0.771, -2.445], [2.703, -1.859, -3.361], [1.201, -0.529, -4.691], [-1.994, 4.066, 6.155], [-1.135, 3.072, 6.129], [0.187, 3.149, 5.810], [0.660, 4.400, 5.407], [-0.195, 5.393, 5.239], [-1.533, 5.207, 5.681], [-1.669, 2.148, 6.326], [0.802, 2.273, 5.861], [1.708, 4.505, 5.118], [0.084, 6.363, 4.828], [-2.172, 6.079, 5.764], [-3.628, -0.003, 3.336], [-3.400, 1.355, 3.340], [-4.358, 2.254, 3.600], [-5.657, 1.771, 3.860], [-5.875, 0.415, 3.769], [-4.800, -0.440, 3.523], [-2.332, 1.683, 3.264], [-4.006, 3.309, 3.693], [-6.454, 2.425, 4.106], [-6.839, -0.031, 3.980], [-4.967, -1.480, 3.456], [-1.303, 0.733, -0.684], [-1.265, 1.034, 0.602], [-0.112, 0.986, 1.420], [1.086, 0.612, 0.795], [1.059, 0.192, -0.556], [-0.156, 0.388, -1.246], [-2.246, 1.282, 1.069], [-0.292, 1.272, 2.436], [2.015, 0.516, 1.275], [1.920, -0.195, -1.161], [-0.168, 0.198, -2.336], [1.838, -4.415, -4.125], [2.043, -5.607, -4.671], [1.076, -6.600, -4.704], [-0.171, -6.323, -4.277], [-0.420, -5.060, -3.707], [0.609, -4.177, -3.664], [3.025, -5.852, -5.072], [1.275, -7.553, -5.151], [-0.898, -7.164, -4.210], [-1.448, -4.797, -3.423], [0.496, -3.210, -3.171], [6.161, 2.167, -0.092], [6.008, 3.503, 0.414], [5.202, 3.745, 1.492], [4.704, 2.636, 2.128], [4.913, 1.318, 1.784], [5.670, 1.059, 0.609], [3.908, 2.881, 3.324], [3.899, 4.026, 3.833], [3.182, 2.011, 3.692], [6.849, 2.000, -0.882], [6.481, 4.395, -0.068], [4.978, 4.732, 1.821], [4.572, 0.452, 2.306], [5.935, 0.044, 0.353], [-0.788, 5.544, 1.748], [-0.769, 4.365, 1.093], [0.305, 4.022, 0.291], [1.239, 4.934, 0.061], [1.268, 6.153, 0.736], [0.214, 6.458, 1.641], [2.434, 4.534, -0.796], [3.162, 5.420, -1.151], [2.611, 3.331, -1.066], [-1.695, 5.710, 2.318], [-1.523, 3.612, 1.242], [0.392, 3.027, -0.083], [2.107, 6.852, 0.593], [0.241, 7.387, 2.167], [-4.894, -2.684, -0.638], [-5.846, -2.448, -1.650], [-5.924, -1.188, -2.167], [-5.111, -0.192, -1.637], [-4.245, -0.396, -0.630], [-4.160, -1.685, -0.123], [-5.195, 1.093, -2.318], [-5.937, 1.133, -3.295], [-4.570, 2.046, -1.888], [-4.793, -3.732, -0.237], [-6.458, -3.291, -2.054], [-6.657, -0.964, -2.957], [-3.521, 0.345, -0.266], [-3.467, -1.814, 0.708], [-1.169, 3.717, -2.999], [-2.348, 4.115, -3.544], [-2.868, 3.610, -4.761], [-2.050, 2.778, -5.471], [-0.829, 2.418, -4.947], [-0.356, 2.859, -3.726], [-2.367, 2.318, -6.778], [-3.327, 2.831, -7.374], [-1.657, 1.462, -7.274], [-0.859, 4.157, -2.045], [-2.933, 4.800, -2.948], [-3.853, 3.802, -5.212], [-0.166, 1.750, -5.488], [0.581, 2.533, -3.350], [2.523, -6.566, 0.095], [3.204, -6.211, 1.273], [3.816, -4.959, 1.342], [3.735, -4.101, 0.258], [3.208, -4.526, -0.917], [2.648, -5.766, -1.030], [4.148, -2.745, 0.426], [3.541, -1.882, -0.164], [5.018, -2.503, 1.236], [2.011, -7.499, 0.043], [3.331, -6.878, 2.070], [4.335, -4.599, 2.216], [3.195, -3.906, -1.782], [2.233, -6.126, -1.951], [-0.161, -1.124, 4.310], [-0.747, -1.820, 5.387], [-0.013, -2.194, 6.557], [1.298, -1.813, 6.587], [1.934, -1.192, 5.541], [1.193, -0.832, 4.429], [1.989, -2.047, 7.872], [2.974, -1.403, 8.026], [1.505, -2.760, 8.748], [-0.726, -0.971, 3.442], [-1.769, -2.254, 5.375], [-0.437, -2.617, 7.460], [2.980, -1.055, 5.652], [1.737, -0.456, 3.587]]}

Here are the calculated HOMO energy numbers, same order: -3.03 -9.21 (eV).
Here are the calculated energy above the lowest of the compared OMol25 structures with the same formula, charge and spin numbers, same order: 2.28 0.00 (kcal per mole).
Here are the calculated orbital gap numbers, same order: 6.8 8.4 (eV).